(1)
{
  "formula": "C30H24N3O4SiSn",
  "method": "ωB97M-V/def2-TZVPD",
  "symbols": ["Sn", "C", "O", "C", "C", "C", "C", "C", "C", "O", "C", "O", "C", "H", "H", "H", "H", "H", "H", "H", "H", "H", "O", "C", "C", "C", "C", "C", "C", "C", "Si", "C", "C", "C", "C", "C", "C", "C", "C", "C", "C", "C", "C", "H", "H", "H", "H", "H", "H", "H", "H", "H", "H", "H", "H", "H", "H", "H", "N", "C", "N", "C", "N"],
  "coordinates": [[-0.51321, 0.06134, 1.72202], [-5.27452, -0.93556, -5.25618], [-4.47232, -0.10271, -4.41765], [-3.61373, -0.68491, -3.57949], [-3.36845, -2.06337, -3.52894], [-2.48431, -2.53217, -2.58760], [-1.83263, -1.69742, -1.66635], [-0.99676, -2.29313, -0.64868], [-0.67630, -3.76053, -0.67797], [-0.52945, -1.63481, 0.29787], [-2.04987, -0.30108, -1.78116], [-1.34696, 0.54124, -0.98200], [-2.92610, 0.18326, -2.72804], [-5.91512, -0.26072, -5.81362], [-5.88490, -1.61103, -4.65552], [-4.65404, -1.50359, -5.95033], [-3.84823, -2.74836, -4.20930], [-2.29911, -3.59626, -2.55253], [-1.58058, -4.34664, -0.50579], [0.03758, -3.97564, 0.11158], [-0.25929, -4.05773, -1.63940], [-3.11100, 1.24269, -2.83790], [1.21597, 1.75474, 4.93869], [0.49592, 1.37349, 4.16766], [1.30570, 3.47936, -4.76768], [1.03296, 4.38071, -3.74794], [0.23994, 3.99323, -2.68005], [-0.30342, 2.70434, -2.61732], [-0.01932, 1.81271, -3.65389], [0.77995, 2.19726, -4.72083], [-1.23069, 2.23720, -1.09003], [-0.15201, 2.66451, 0.38267], [-0.64160, 3.42550, 1.45537], [0.20956, 3.88170, 2.45074], [1.56751, 3.58971, 2.39476], [2.07594, 2.83850, 1.34499], [1.22419, 2.38193, 0.34740], [-2.91885, 2.95761, -0.87586], [-3.77945, 2.41663, 0.08584], [-5.04902, 2.93714, 0.27735], [-5.47872, 4.00902, -0.49494], [-4.63989, 4.55682, -1.45355], [-3.36787, 4.03415, -1.64180], [1.93574, 3.77569, -5.59567], [1.44406, 5.38063, -3.78080], [0.04912, 4.70328, -1.88147], [-0.41967, 0.80636, -3.63477], [0.99332, 1.49420, -5.51501], [-1.68907, 3.70196, 1.48318], [-0.18155, 4.48154, 3.26234], [2.23193, 3.95655, 3.16634], [3.13753, 2.64082, 1.28183], [1.63822, 1.83418, -0.49289], [-3.46138, 1.57003, 0.68834], [-5.70522, 2.50618, 1.02189], [-6.47035, 4.41601, -0.34832], [-4.97704, 5.38808, -2.05803], [-2.72166, 4.46653, -2.39739], [5.56953, -2.56496, 1.63861], [4.72160, -1.80696, 1.81922], [3.80055, -0.90792, 2.05799], [2.61972, -0.65344, 1.93435], [1.48236, -0.30082, 1.88507]],
  "forces_ev_per_a": [[-0.485, -0.062, -0.301], [0.007, 0.003, -0.051], [0.041, -0.030, 0.041], [0.015, -0.039, -0.023], [0.022, 0.072, 0.029], [-0.077, -0.026, -0.008], [0.040, -0.056, -0.063], [-0.077, 0.059, -0.095], [0.025, 0.035, 0.048], [0.297, -0.213, 0.266], [0.071, -0.035, -0.048], [-0.052, 0.146, 0.078], [-0.040, 0.044, 0.007], [0.001, 0.002, 0.009], [0.006, -0.002, -0.003], [0.002, 0.006, 0.002], [-0.032, -0.012, 0.012], [-0.023, 0.001, 0.024], [-0.003, -0.002, -0.011], [0.001, -0.003, -0.006], [-0.014, 0.009, -0.011], [-0.016, 0.026, 0.028], [-0.067, -0.047, 0.036], [0.151, -0.017, 0.338], [0.017, 0.006, -0.006], [-0.019, 0.017, 0.010], [-0.057, -0.014, -0.032], [0.058, 0.016, -0.034], [-0.013, 0.014, 0.007], [-0.020, -0.014, -0.014], [0.048, 0.002, -0.014], [0.079, -0.139, -0.023], [0.043, 0.156, 0.100], [-0.066, 0.063, -0.056], [0.064, 0.058, -0.153], [-0.025, 0.128, -0.050], [-0.021, 0.123, -0.049], [-0.056, 0.004, 0.006], [-0.016, 0.011, -0.017], [0.005, -0.020, 0.005], [-0.003, 0.006, 0.006], [-0.001, 0.002, 0.001], [0.037, 0.005, -0.016], [-0.008, 0.005, -0.014], [0.008, 0.008, -0.005], [0.023, 0.009, 0.018], [0.025, -0.010, -0.001], [0.009, -0.002, -0.003], [-0.025, -0.059, 0.032], [-0.007, 0.005, 0.002], [-0.001, 0.007, -0.002], [0.012, -0.068, 0.036], [-0.006, -0.024, 0.012], [-0.006, 0.001, -0.001], [-0.008, 0.005, 0.005], [-0.007, -0.002, -0.003], [0.000, 0.011, 0.002], [-0.004, -0.004, -0.022], [0.097, -0.075, -0.036], [-0.137, -0.190, -0.110], [0.387, 0.484, 0.252], [-0.461, -0.225, -0.104], [0.261, -0.160, -0.028]],
  "mulliken_charge": [1.1798, -0.9799, -0.4440, 0.3108, -1.2286, -1.0513, -0.3061, 1.1525, -1.7163, -0.4736, 0.7568, 0.0970, 0.1073, 0.2669, 0.4045, 0.3756, 0.4482, 0.4360, 0.4566, 0.3456, 0.4281, 0.7282, -0.1569, 0.1617, -0.5297, -0.8497, -0.0554, 0.6876, -0.1328, -0.7973, -0.5265, -0.7552, 0.2434, -1.0643, -0.6196, -0.4650, 0.1772, 0.6532, -0.0324, -0.7620, -0.5232, -0.7372, -0.1663, 0.4001, 0.4233, 0.4326, 0.2825, 0.4272, 0.4965, 0.4184, 0.4555, 0.5601, 0.4362, 0.3014, 0.4388, 0.4057, 0.4370, 0.3986, -0.4169, 0.4192, -0.4752, 0.6160, -0.5005],
  "relative_energy_kj_mol": 16.0,
  "gap_ev": 8.1,
  "total_charge": 1
}

(2)
{
  "formula": "C30H25AlBr2N5O2Se",
  "method": "ωB97M-V/def2-TZVPD",
  "symbols": ["Al", "C", "O", "C", "N", "C", "C", "C", "C", "C", "C", "C", "C", "C", "C", "C", "C", "N", "C", "N", "C", "C", "O", "C", "C", "C", "C", "C", "C", "H", "H", "H", "H", "H", "H", "H", "H", "H", "H", "H", "H", "H", "H", "H", "H", "H", "H", "H", "Br", "C", "Br", "H", "H", "Se", "N", "C", "C", "C", "C", "C", "C", "N", "H", "H", "H", "H"],
  "coordinates": [[-8.94078, -15.21599, -1.20643], [-8.20723, -13.44257, -5.07562], [-8.58574, -14.86117, -5.17091], [-8.58304, -15.30293, -3.94944], [-8.52075, -14.42635, -2.97069], [-8.19647, -13.10711, -3.55539], [-9.14080, -11.98982, -3.14911], [-10.49119, -12.08877, -3.30272], [-11.35720, -11.14696, -2.78717], [-10.86808, -10.01168, -2.12444], [-9.49079, -9.88551, -1.97529], [-8.61848, -10.85818, -2.48786], [-8.75077, -16.76417, -3.63346], [-8.66331, -17.82754, -4.45324], [-8.80565, -19.12715, -3.84852], [-8.86767, -19.21260, -2.45164], [-8.88638, -18.04796, -1.68486], [-8.96348, -16.85268, -2.32427], [-8.78281, -17.84625, -0.21051], [-8.78640, -16.60440, 0.19620], [-8.86689, -16.70836, 1.70142], [-8.77143, -18.21638, 1.94056], [-8.64034, -18.85782, 0.59698], [-10.08976, -15.95346, 2.25591], [-9.82444, -14.84464, 3.04735], [-10.91703, -14.14972, 3.59212], [-12.18273, -14.47503, 3.12746], [-12.39076, -15.57657, 2.26880], [-11.35493, -16.37032, 1.84879], [-8.98110, -12.90843, -5.70137], [-7.26166, -13.39585, -5.51424], [-7.23162, -12.77536, -3.11741], [-10.79745, -13.01720, -3.78064], [-12.47765, -11.23212, -2.91694], [-11.50767, -9.23026, -1.75220], [-9.14244, -8.97299, -1.49529], [-7.52703, -10.74209, -2.40174], [-8.54870, -17.84076, -5.54463], [-8.89928, -20.05216, -4.43773], [-8.88993, -20.15007, -1.96056], [-7.89223, -16.29298, 2.08535], [-9.64814, -18.70096, 2.37285], [-7.86568, -18.48666, 2.56963], [-8.85933, -14.56165, 3.35529], [-10.81427, -13.36156, 4.33102], [-13.09299, -14.00203, 3.48868], [-13.40347, -15.74684, 1.99676], [-11.51368, -17.17684, 1.17717], [-5.89984, -16.12391, -1.47284], [-5.89287, -15.11580, 0.13172], [-7.26324, -13.69590, 0.06556], [-4.95781, -14.53826, 0.21501], [-6.03896, -15.70014, 0.98509], [-10.50087, -12.80547, 0.41643], [-10.50009, -14.26035, -0.72723], [-11.76407, -14.53188, -1.03074], [-12.32662, -15.70737, -1.65268], [-13.65918, -15.85675, -1.74309], [-14.52032, -14.78251, -1.38197], [-14.09159, -13.60512, -0.83231], [-12.70208, -13.48858, -0.59555], [-12.16657, -12.53435, 0.12609], [-11.69746, -16.51083, -1.99052], [-14.05836, -16.72224, -2.30472], [-15.53791, -14.93428, -1.70798], [-14.80910, -12.79733, -0.57837]],
  "forces_ev_per_a": [[0.148, 0.036, -0.164], [-1.965, 0.652, -0.328], [0.679, -0.520, 0.888], [-0.967, 0.511, 0.060], [0.147, -1.495, -0.284], [-0.273, 0.941, 0.090], [1.346, 0.901, 1.157], [-0.635, -1.105, -0.140], [-1.939, 0.785, 0.018], [0.596, -0.975, -0.495], [0.192, 0.158, -0.249], [0.012, -0.117, 0.003], [-0.318, 2.350, 0.406], [-0.223, -3.440, -0.993], [-0.247, 1.128, 0.205], [0.179, 0.707, -0.040], [-0.222, 0.605, -1.344], [0.543, -1.191, 1.433], [0.186, 0.131, -1.392], [-0.523, -1.468, 0.539], [1.115, 1.095, 0.222], [0.761, -1.351, 1.299], [-0.404, 1.680, 0.053], [2.134, -0.755, -0.838], [-2.173, -0.301, 0.626], [-0.267, -0.024, -0.540], [-0.338, -0.913, 0.106], [-0.078, 1.029, 0.662], [0.394, 1.461, 0.636], [0.986, -0.313, 0.923], [1.456, 0.360, -0.789], [-0.123, -0.556, -0.831], [-0.731, 0.246, -0.097], [1.484, -0.079, 0.053], [-0.270, -0.020, 0.032], [0.323, -0.320, -0.087], [-0.551, 0.046, 0.070], [0.052, 0.670, 0.539], [0.317, 0.640, 0.151], [0.024, -0.863, 0.357], [-1.213, 0.076, -0.122], [0.010, 0.320, 0.083], [-1.123, 0.159, -0.994], [1.238, 0.042, 0.170], [0.230, -0.042, -0.163], [0.375, 0.273, 0.038], [-0.666, -0.449, -0.346], [-0.061, -0.779, -0.353], [0.276, -0.159, -0.043], [1.101, 1.749, -0.954], [-0.006, -0.204, 0.019], [-0.390, -0.404, -0.126], [-0.454, -0.907, 1.110], [0.382, 0.031, -0.903], [0.356, -0.322, 0.695], [-1.588, -0.028, -0.404], [1.591, 0.314, 0.525], [-0.231, 0.315, -1.035], [-0.639, 0.406, -0.332], [-1.281, -0.509, -0.415], [0.704, -0.664, 0.274], [-0.371, 0.422, 0.383], [0.397, -0.152, -0.112], [0.110, 0.489, 0.766], [-0.344, 0.293, 0.487], [0.771, -0.596, -0.164]],
  "mulliken_charge": [-2.4901, -0.6441, -0.4346, 0.5771, 1.0315, -0.2097, 0.3896, 0.0049, -0.6957, -0.6664, -0.7467, -0.6683, 0.0454, -0.4597, -0.8224, -0.5951, 0.1415, 0.7670, 0.2548, 1.2919, -0.1543, -0.7074, -0.4514, 0.5594, -0.8708, -0.8272, -0.6040, -0.7581, -0.2588, 0.3586, 0.3701, 0.6158, 0.4447, 0.4130, 0.4854, 0.4414, 0.4399, 0.6345, 0.4948, 0.7188, 0.7062, 0.3784, 0.3200, 0.5061, 0.4563, 0.4404, 0.5484, 0.5616, -0.0066, -0.7076, 0.1310, 0.5758, 0.4500, 0.4857, 0.7830, 1.6624, -0.9375, -0.7685, -0.6505, -0.9526, 0.3213, -0.6838, 0.4789, 0.4652, 0.4902, 0.5312],
  "relative_energy_kj_mol": 0.0,
  "gap_ev": 6.5,
  "total_charge": 3
}